Density functional theory data (ωB97M-V with the def2-TZVPD basis set) for a structure of composition C14H15CrN5O5S2.

Geometry as ORCA input:
```
! RIJCOSX wB97M-V def2-TZVPD def2/J DEFGRID3
* xyz 1 2
Cr 0.90408 0.72172 -0.25909
O 3.68883 1.59524 2.28655
C 2.68289 1.21851 1.76649
O 2.33979 1.48704 0.50092
C 1.65341 0.36957 2.45824
C 1.82915 -0.02274 3.78828
C 0.87268 -0.81082 4.35832
C -0.26086 -1.18420 3.60621
C -1.29046 -1.99220 4.14578
C -2.38223 -2.31783 3.39800
C -2.50109 -1.83747 2.07564
C -1.52247 -1.06158 1.52699
C -0.37043 -0.72634 2.27144
N 0.61494 0.03941 1.71267
H 2.71775 0.30354 4.30881
H 0.96721 -1.15222 5.38155
H -1.19418 -2.34225 5.16560
H -3.16590 -2.93521 3.81473
H -3.38414 -2.08317 1.50065
H -1.62777 -0.65864 0.53184
C -2.37105 0.36180 -4.42093
C -2.22767 1.32993 -3.31145
N -2.74476 2.51323 -3.24208
N -2.30960 3.02487 -2.04967
C -1.53206 2.19156 -1.37385
S -0.80501 2.29121 0.15448
N -1.48162 1.09438 -2.16707
N -0.73674 -0.02313 -1.78662
H -2.99427 0.80630 -5.19168
H -2.83684 -0.56293 -4.07785
H -1.39832 0.11912 -4.85231
H -2.57517 3.95790 -1.77570
H -1.35583 -0.79919 -1.56182
H -0.14494 -0.30719 -2.56876
C 4.04466 -0.29916 -1.94774
S 2.30684 -0.38411 -2.13942
O 1.94809 -1.13866 -3.29868
O 1.77066 1.01433 -2.12270
O 1.75354 -0.95794 -0.84974
H 4.44337 0.17715 -2.84126
H 4.41957 -1.31580 -1.85313
H 4.25594 0.29596 -1.06166
*
```

Results
⟨S²⟩   0.759
HOMO-LUMO gap (spin up / spin down)   7.8 / 8.2 eV
Energy above the lowest of the compared OMol25 structures with the same formula, charge and spin   0.0 kcal per mole
DFT total energy   -3033.18128 Ha

***

Density functional theory data (ωB97M-V with the def2-TZVPD basis set) for a cluster of 2 separate species, C14H15N4O4 in total.

Geometry as ORCA input:
```
! RIJCOSX wB97M-V def2-TZVPD def2/J DEFGRID3
* xyz -1 1
C 0.28250 -1.96003 -0.37836
C 0.79662 -0.70364 -1.26321
C -0.27471 0.47989 -1.39596
O -0.08288 1.58792 -1.99678
O -1.50070 0.27472 -0.74738
N 1.34156 -1.22308 -2.56593
N 0.59970 -0.79475 -3.68006
C 2.74185 -0.73651 -2.62224
C 3.85734 -1.65388 -2.03366
C 5.32564 -1.08901 -2.06460
C 5.50859 0.32079 -2.66768
N 4.51222 1.17023 -3.23423
C 3.19190 0.63596 -3.18339
H 0.15240 -1.59669 0.69570
H 1.09093 -2.78023 -0.46879
H -0.68750 -2.31564 -0.86948
H 1.68761 -0.26386 -0.66992
H 0.97154 -1.20793 -4.55797
H -0.35319 -1.19695 -3.59644
H 3.63370 -2.68882 -1.59222
H 6.18242 -1.68921 -1.62249
H 6.58438 0.73514 -2.65894
H 2.35357 1.30182 -3.61088
C -2.73941 1.32654 1.58199
C -3.71179 0.36136 1.82925
C -4.21094 0.18759 3.11582
C -3.73125 0.99139 4.15043
C -2.75207 1.95469 3.91119
C -2.25711 2.11884 2.62133
N -4.27141 0.82965 5.50104
O -5.11671 -0.03870 5.67884
O -3.85155 1.57395 6.37812
H -2.35558 1.46237 0.57222
H -4.08231 -0.25376 1.01607
H -4.96817 -0.56790 3.29442
H -2.37016 2.58034 4.71064
H -1.49704 2.86744 2.42354
*
```

Results
HOMO-LUMO gap   6.7 eV
DFT total energy   -1062.25773 Ha

***

Density functional theory data (ωB97M-V with the def2-TZVPD basis set) for a structure of composition C14H15NO3Pb.

Geometry as ORCA input:
```
! RIJCOSX wB97M-V def2-TZVPD def2/J DEFGRID3
* xyz -2 1
C -0.84172 1.09532 -2.02706
C 0.53796 0.92105 -2.30698
C 1.28110 1.70507 -1.38678
C 0.35363 2.36642 -0.52513
C -0.96436 1.99221 -0.93383
Pb 0.26380 -0.13285 0.34274
N -1.80455 -0.81772 0.56990
C 0.01581 -2.59088 -0.15986
C 1.04130 -2.12024 -0.96684
H 2.36836 1.78540 -1.33406
H 0.94858 0.28098 -3.08434
H 0.59690 3.09527 0.24639
H -1.89207 2.37769 -0.52412
H -1.66698 0.64862 -2.57450
H 0.91691 -1.99539 -2.04039
H -0.92722 -2.93709 -0.57213
H -2.67981 -1.14167 1.04727
H 2.05077 -1.93990 -0.57220
H 0.17204 -2.78298 0.90612
O 0.83787 2.60540 3.95909
C 0.66222 1.65078 4.87469
C 0.78773 2.00042 6.20881
C 0.60595 1.03720 7.18566
C 0.30984 -0.29288 6.88089
C 0.18518 -0.66386 5.55638
C 0.34033 0.28428 4.57036
C 0.24927 -0.19646 3.18651
O -0.06396 -1.32790 2.82538
O 0.54008 0.78109 2.32635
H 0.73250 2.11618 3.07263
H 1.02135 3.04658 6.39833
H 0.70449 1.36288 8.22047
H 0.16856 -1.04533 7.64707
H -0.03856 -1.68102 5.22676
*
```

Results
HOMO-LUMO gap (spin up / spin down)   3.3 / 3.3 eV
Energy above the lowest of the compared OMol25 structures with the same formula, charge and spin   65.3 kcal per mole
DFT total energy   -1015.58375 Ha

***

Density functional theory data (ωB97M-V with the def2-TZVPD basis set) for a cluster of 2 separate species, C14H16 in total.

Geometry as ORCA input:
```
! RIJCOSX wB97M-V def2-TZVPD def2/J DEFGRID3
* xyz 0 1
C 4.39776 -0.30726 0.53654
C 2.99759 -0.71742 0.80640
C 1.88819 0.01244 0.31414
C 0.61860 -0.53276 0.70009
C 0.45032 -1.57533 1.64524
C 1.56794 -2.21705 2.21025
C 2.81324 -1.78836 1.66902
H 4.52418 0.11126 -0.51784
H 5.15716 -1.00947 0.68944
H 4.55343 0.59545 1.13343
H 2.05941 0.93690 -0.35764
H -0.31456 0.00470 0.41726
H -0.50440 -1.83159 2.03417
H 1.46484 -3.06113 2.87220
H 3.75349 -2.23835 2.06167
C -1.52227 0.99566 -3.08744
C -2.04594 0.92888 -1.69715
C -1.53877 1.82296 -0.73024
C -2.13363 1.78065 0.54441
C -3.17792 0.88575 0.81420
C -3.53576 -0.09468 -0.11519
C -3.03862 -0.06691 -1.43181
H -1.57396 -0.03116 -3.58930
H -0.55532 1.43391 -3.34284
H -2.28273 1.56020 -3.71663
H -0.85377 2.61789 -1.02208
H -1.84308 2.48566 1.31650
H -3.69483 0.92650 1.79033
H -4.33592 -0.75526 0.11504
H -3.29468 -0.87206 -2.06219
*
```

Results
HOMO-LUMO gap   9.7 eV
Energy above the lowest of the compared OMol25 structures with the same formula, charge and spin   28.3 kcal per mole
SMILES string   Cc1ccccc1.Cc1ccccc1
DFT total energy   -543.02778 Ha

***

Density functional theory data (ωB97M-V with the def2-TZVPD basis set) for a cluster of 2 separate species, C14H16 in total.

Geometry as ORCA input:
```
! RIJCOSX wB97M-V def2-TZVPD def2/J DEFGRID3
* xyz 1 2
C 1.45286 -3.76362 1.56469
C -0.75637 -1.14349 -0.04537
C 0.33119 -1.73761 0.62699
C -1.66706 -1.94567 -0.65758
C 0.40802 -3.10284 0.74805
C -1.52994 -3.35171 -0.65211
C -0.55239 -3.95175 0.12334
H -0.83333 -0.06067 -0.12142
H 0.87022 -0.90642 1.27850
H -2.48305 -1.63637 -1.28717
H -2.18506 -3.99278 -1.24873
H 2.08302 -3.04356 2.17787
H 2.13571 -4.27407 0.86781
H -0.54839 -4.99675 0.32646
H 1.25407 -4.53972 2.29723
C 2.22679 2.57743 -1.01327
C 0.36394 2.31898 0.72814
C 0.78742 2.61256 -0.58077
C -0.92487 2.71533 1.11817
C -0.10347 3.23902 -1.47416
C -1.84598 3.16454 0.13728
C -1.46687 3.38027 -1.15198
H 1.11289 1.98737 1.43857
H -1.13158 2.45456 2.15816
H 2.29442 2.76833 -2.06970
H 2.67264 1.60975 -0.74930
H 0.19192 3.59358 -2.47902
H -2.95825 3.21803 0.41456
H -2.13919 3.60287 -1.99340
H 2.94069 3.20441 -0.48187
*
```

Results
⟨S²⟩   0.768
HOMO-LUMO gap (spin up / spin down)   7.2 / 3.0 eV
Energy above the lowest of the compared OMol25 structures with the same formula, charge and spin   32.3 kcal per mole
DFT total energy   -542.70210 Ha

***

Density functional theory data (ωB97M-V with the def2-TZVPD basis set) for a cluster of 2 separate species, C14H16B2BrN2O10 in total.

Geometry as ORCA input:
```
! RIJCOSX wB97M-V def2-TZVPD def2/J DEFGRID3
* xyz 1 1
C -3.12931 0.14059 2.12737
O -2.12451 -0.81853 1.74397
B -0.84325 -0.37771 1.78215
O 0.11388 -0.99744 2.52374
O -0.45611 0.74900 1.02808
C 0.34225 0.65343 -0.04722
O 0.02894 1.01467 -1.14342
C 1.70777 0.06026 0.20325
C 2.07736 -1.04059 -0.55230
C 3.29418 -1.63842 -0.32645
Br 3.81991 -3.11070 -1.32196
N 4.12691 -1.15341 0.61221
B 5.49189 -1.80205 0.93331
O 6.52222 -0.97530 0.70351
O 5.58083 -3.05371 1.38860
C 4.60749 -3.64674 2.25767
C 3.78994 -0.04773 1.31154
C 2.58637 0.59335 1.15013
N 2.22215 1.74332 1.88719
H -2.83620 0.68106 3.02511
H -3.29953 0.85603 1.32604
H -4.04366 -0.40739 2.31929
H -0.28278 -1.64815 3.11279
H 1.41157 -1.42905 -1.30661
H 7.34341 -1.26425 1.11901
H 5.09190 -3.88292 3.19874
H 4.24156 -4.56493 1.80922
H 3.76441 -2.98486 2.44710
H 4.52093 0.31118 2.02065
H 2.64963 2.57442 1.49293
H 2.55067 1.68216 2.84327
C -2.92061 1.38211 -2.84774
C -3.75705 0.63870 -2.11454
C -5.24230 0.90551 -2.05993
O -5.90083 0.15476 -1.36185
C -5.77538 2.01584 -2.81773
C -4.93899 2.76443 -3.55341
C -3.45287 2.48684 -3.61972
O -2.78711 3.22142 -4.32365
O -5.32200 3.79944 -4.27780
O -3.37226 -0.39101 -1.37087
H -1.85764 1.19330 -2.88347
H -6.83747 2.20837 -2.76534
H -4.51801 4.15096 -4.70794
H -4.18831 -0.74625 -0.96496
*
```

Results
HOMO-LUMO gap   6.6 eV
DFT total energy   -4028.73758 Ha